1.
{
  "formula": "C4H3FN2O",
  "method": "ωB97M-V with the def2-TZVPD basis set",
  "lumo_energy_ev": -1.12,
  "total_energy_ha": -438.688879,
  "e_homo_ev": -10.16,
  "molar_mass_g_mol": 114.1,
  "charge": 0,
  "gap_ev": 9.0,
  "elements": ["F", "O", "N", "N", "C", "C", "C", "C", "H", "H", "H"],
  "coordinates": [[1.391, 0.403, -1.945], [-0.825, -1.250, -1.595], [-0.269, 0.091, 2.727], [-1.127, -0.316, 0.481], [0.775, 0.381, -0.681], [0.737, 1.141, 0.535], [-0.474, -0.465, -0.772], [-0.267, 0.360, 1.402], [1.469, 1.804, 0.829], [-0.993, -0.644, 2.989], [-1.254, -1.718, 1.091]]
}

=====

2.
{
  "formula": "C4H3FN4",
  "method": "ωB97M-V with the def2-TZVPD basis set",
  "lumo_energy_ev": [-0.82, -0.82],
  "total_energy_ha": -472.882676,
  "e_homo_ev": [-8.71, -8.71],
  "molar_mass_g_mol": 126.1,
  "charge": 0,
  "gap_ev": [7.9, 7.9],
  "elements": ["F", "N", "N", "N", "N", "C", "C", "C", "C", "H", "H", "H"],
  "coordinates": [[3.520, -0.653, 0.006], [0.132, -1.578, 0.000], [1.407, -1.700, 0.017], [0.435, 3.228, 0.019], [-0.337, -0.291, -0.030], [2.242, -0.797, 0.014], [0.387, 2.070, 0.002], [-1.788, -0.254, -0.010], [0.436, 0.727, -0.034], [-2.128, -0.258, 1.026], [-2.144, 0.654, -0.499], [-2.161, -1.146, -0.511]]
}

=====

3.
{
  "formula": "C4H3FO",
  "method": "ωB97M-V with the def2-TZVPD basis set",
  "lumo_energy_ev": [-1.84, -2.06],
  "total_energy_ha": -329.097526,
  "e_homo_ev": [-9.61, -9.56],
  "molar_mass_g_mol": 86.1,
  "charge": 0,
  "gap_ev": [7.8, 7.5],
  "elements": ["F", "O", "C", "C", "C", "C", "H", "H", "H"],
  "coordinates": [[0.868, -1.729, -0.955], [2.183, 0.157, 1.212], [1.771, 1.136, -1.008], [-0.499, -0.780, 0.720], [1.668, 0.327, 0.127], [0.578, -0.846, -0.034], [1.590, 1.406, -2.003], [-1.118, -1.745, 0.998], [-0.562, -0.036, 1.495]]
}

=====

4.
{
  "formula": "C4H3FO2",
  "method": "ωB97M-V with the def2-TZVPD basis set",
  "lumo_energy_ev": [-1.99, -1.41],
  "total_energy_ha": -404.414470,
  "e_homo_ev": [-11.20, -9.24],
  "molar_mass_g_mol": 102.1,
  "charge": 0,
  "gap_ev": [9.2, 7.8],
  "elements": ["F", "O", "O", "C", "C", "C", "C", "H", "H", "H"],
  "coordinates": [[3.206, -0.619, 0.600], [2.038, -0.040, -0.656], [0.302, 1.292, 0.010], [0.870, 0.050, -0.288], [-1.335, -0.235, 0.101], [-0.981, 1.104, 0.185], [-0.166, -0.918, -0.186], [-0.015, -1.970, -0.324], [-1.598, 1.972, 0.336], [-2.321, -0.636, 0.222]]
}

=====

5.
{
  "formula": "C4H3FO2S",
  "method": "ωB97M-V with the def2-TZVPD basis set",
  "lumo_energy_ev": 0.37,
  "total_energy_ha": -802.682538,
  "e_homo_ev": -8.46,
  "molar_mass_g_mol": 134.1,
  "charge": 0,
  "gap_ev": 8.8,
  "smiles": "Oc1cc(F)oc1S",
  "elements": ["S", "F", "O", "O", "C", "C", "C", "C", "H", "H", "H"],
  "coordinates": [[-2.226, -1.160, -0.186], [2.757, -0.997, -0.265], [-0.977, 1.746, -0.139], [0.630, -1.381, -0.005], [1.170, 0.744, 0.041], [1.593, -0.515, -0.062], [-0.599, -0.591, -0.116], [-0.204, 0.642, 0.003], [1.825, 1.646, 0.206], [-1.881, 1.727, -0.564], [-2.086, -1.864, 1.088]]
}

=====

6.
{
  "formula": "C4H3FO6Rb",
  "method": "ωB97M-V with the def2-TZVPD basis set",
  "lumo_energy_ev": [3.63, 4.24],
  "total_energy_ha": -729.669213,
  "e_homo_ev": [0.70, -2.30],
  "multiplicity": 2,
  "molar_mass_g_mol": 251.5,
  "charge": -2,
  "gap_ev": [2.9, 6.5],
  "s_squared": 0.750,
  "elements": ["Rb", "F", "O", "O", "O", "O", "O", "O", "C", "C", "C", "C", "H", "H", "H"],
  "coordinates": [[-2.011, -4.438, -2.225], [0.329, 2.418, 0.179], [3.559, -0.392, -0.257], [-2.430, -1.550, -0.361], [3.311, 1.523, 0.909], [-3.521, -0.524, 1.294], [-1.571, 0.265, 0.658], [1.729, 0.811, -0.528], [-2.587, -0.649, 0.500], [3.024, 0.678, 0.055], [-0.493, 0.220, -0.240], [0.651, 1.061, 0.277], [0.853, 0.883, 1.341], [-0.780, 0.482, -1.269], [-0.063, -0.788, -0.332]]
}

=====

7.
{
  "formula": "C4H3HgO",
  "method": "ωB97M-V with the def2-TZVPD basis set",
  "lumo_energy_ev": [-0.79, -1.66],
  "total_energy_ha": -382.617915,
  "e_homo_ev": [-7.50, -7.48],
  "multiplicity": 2,
  "molar_mass_g_mol": 267.7,
  "charge": 0,
  "gap_ev": [6.7, 5.8],
  "s_squared": 0.763,
  "elements": ["Hg", "O", "C", "C", "C", "C", "H", "H", "H"],
  "coordinates": [[0.922, -1.460, -0.982], [-1.029, -1.343, -0.480], [-1.376, -0.324, 0.194], [-0.430, 0.626, 0.582], [0.864, 0.820, 0.476], [0.489, 2.116, 0.992], [0.657, 2.349, 2.049], [-2.390, -0.297, 0.623], [0.441, 2.971, 0.309]]
}

=====

8.
{
  "formula": "C4H3I",
  "method": "ωB97M-V with the def2-TZVPD basis set",
  "lumo_energy_ev": -0.25,
  "total_energy_ha": -451.670449,
  "e_homo_ev": -8.56,
  "molar_mass_g_mol": 178.0,
  "charge": 0,
  "gap_ev": 8.3,
  "smiles": "IC1=C2C[C@@H]12",
  "elements": ["I", "C", "C", "C", "C", "H", "H", "H"],
  "coordinates": [[-3.145, 0.061, -0.018], [-0.066, 0.484, 0.331], [-1.140, -0.043, -0.224], [0.051, -1.385, 0.049], [1.068, -0.295, -0.225], [1.322, -0.120, -1.233], [-0.096, 1.390, 1.120], [2.005, -0.091, 0.201]]
}

=====

9.
{
  "formula": "C4H3I",
  "method": "ωB97M-V with the def2-TZVPD basis set",
  "lumo_energy_ev": [-2.57, -2.57],
  "total_energy_ha": -451.658965,
  "e_homo_ev": [-7.88, -7.87],
  "molar_mass_g_mol": 178.0,
  "charge": 0,
  "gap_ev": [5.3, 5.3],
  "elements": ["I", "C", "C", "C", "C", "H", "H", "H"],
  "coordinates": [[3.148, -0.017, 0.000], [0.150, -0.216, 0.003], [1.180, -1.006, -0.012], [-0.751, 0.878, -0.032], [-2.094, 0.750, 0.052], [-0.307, 1.858, -0.207], [-2.625, -0.174, 0.231], [1.298, -2.072, -0.035]]
}

=====

10.
{
  "formula": "C4H3I",
  "method": "ωB97M-V with the def2-TZVPD basis set",
  "lumo_energy_ev": [-0.88, -0.88],
  "total_energy_ha": -451.667488,
  "e_homo_ev": [-8.89, -8.89],
  "molar_mass_g_mol": 178.0,
  "charge": 0,
  "gap_ev": [8.0, 8.0],
  "elements": ["I", "C", "C", "C", "C", "H", "H", "H"],
  "coordinates": [[-3.673, 0.171, -0.030], [-1.666, 0.561, 0.101], [-0.621, -0.129, -0.103], [1.866, -0.788, 0.018], [0.637, -0.357, -0.099], [2.270, -1.738, -0.113], [-1.405, 2.424, -0.016], [2.593, -0.144, 0.242]]
}

=====

11.
{
  "formula": "C4H3I",
  "method": "ωB97M-V with the def2-TZVPD basis set",
  "lumo_energy_ev": [0.23, -3.33],
  "total_energy_ha": -451.614077,
  "e_homo_ev": [-5.57, -10.25],
  "multiplicity": 3,
  "molar_mass_g_mol": 178.0,
  "charge": 0,
  "gap_ev": [5.8, 6.9],
  "s_squared": 2.021,
  "elements": ["I", "C", "C", "C", "C", "H", "H", "H"],
  "coordinates": [[3.396, 0.080, 0.135], [-2.417, 0.021, 0.139], [-1.222, 0.110, -0.023], [1.383, -0.415, 0.089], [0.420, 0.409, -0.124], [1.131, -1.394, 0.389], [-3.398, -0.288, -0.140], [0.708, 1.478, -0.466]]
}

=====

12.
{
  "formula": "C4H3KO2",
  "method": "ωB97M-V with the def2-TZVPD basis set",
  "lumo_energy_ev": [-3.91, -4.68],
  "total_energy_ha": -904.258406,
  "e_homo_ev": [-11.58, -12.32],
  "multiplicity": 2,
  "molar_mass_g_mol": 122.2,
  "charge": 1,
  "gap_ev": [7.7, 7.6],
  "s_squared": 0.779,
  "elements": ["K", "O", "O", "C", "C", "C", "C", "H", "H", "H"],
  "coordinates": [[0.492, -5.037, 1.197], [0.049, 3.408, -1.117], [-0.334, -2.157, 0.773], [0.131, 0.959, -0.604], [-0.180, -0.901, 0.982], [0.353, -0.330, -0.195], [0.052, 2.150, -0.892], [0.046, -0.419, 1.945], [0.226, -1.439, -0.795], [-0.835, 3.767, -1.295]]
}

=====

13.
{
  "formula": "C4H3Li2O2Tl",
  "method": "ωB97M-V with the def2-TZVPD basis set",
  "lumo_energy_ev": [-0.92, -1.05],
  "total_energy_ha": -491.909980,
  "e_homo_ev": [-4.49, -4.81],
  "molar_mass_g_mol": 301.3,
  "charge": 0,
  "gap_ev": [3.6, 3.8],
  "elements": ["Tl", "O", "O", "C", "C", "C", "C", "Li", "Li", "H", "H", "H"],
  "coordinates": [[-3.418, -1.118, 0.430], [1.202, 0.509, 0.957], [-2.363, 0.718, -0.516], [1.616, -0.613, 0.467], [-1.077, 0.786, -0.629], [0.520, -1.289, 0.061], [-0.371, -0.430, -0.757], [2.419, 1.590, 1.132], [-0.126, 1.560, 1.190], [2.468, -1.320, 0.431], [-0.957, -1.182, -1.321], [0.086, 0.790, -1.444]]
}

=====

14.
{
  "formula": "C4H3LiNaO2Rb",
  "method": "ωB97M-V with the def2-TZVPD basis set",
  "lumo_energy_ev": [-0.62, -0.47],
  "total_energy_ha": -498.332736,
  "e_homo_ev": [-5.64, -4.84],
  "molar_mass_g_mol": 198.5,
  "charge": 0,
  "gap_ev": [5.0, 4.4],
  "elements": ["Rb", "Na", "O", "O", "C", "C", "C", "C", "Li", "H", "H", "H"],
  "coordinates": [[-0.114, -3.262, 0.441], [1.004, 1.415, -2.227], [-1.513, 0.276, -1.115], [1.430, -1.220, 1.148], [1.073, 0.934, 0.084], [-0.275, 1.141, 0.743], [1.774, -0.207, 0.354], [-1.416, 0.463, 0.158], [-3.239, -2.154, -2.145], [-0.476, 2.203, 0.960], [2.782, -0.318, -0.106], [-1.031, 0.728, 1.705]]
}

=====

15.
{
  "formula": "C4H3LiO6Rh",
  "method": "ωB97M-V with the def2-TZVPD basis set",
  "lumo_energy_ev": [-5.76, -7.52],
  "total_energy_ha": -723.274696,
  "e_homo_ev": [-11.53, -12.20],
  "multiplicity": 5,
  "molar_mass_g_mol": 256.9,
  "charge": 1,
  "gap_ev": [5.8, 4.7],
  "s_squared": 6.058,
  "elements": ["Rh", "O", "O", "O", "O", "O", "O", "C", "C", "C", "C", "Li", "H", "H", "H"],
  "coordinates": [[4.781, 0.810, -0.709], [-3.624, 1.636, -1.222], [-1.710, 0.931, -0.385], [-2.819, -0.304, -1.928], [3.776, -0.669, -0.036], [2.966, 1.268, -0.665], [1.583, -0.396, -0.010], [0.486, 0.457, 0.210], [-0.704, -0.005, -0.288], [2.776, 0.091, -0.230], [-2.754, 0.741, -1.249], [-4.569, 0.525, -2.610], [-1.438, -1.522, 0.690], [-0.708, -0.777, -1.064], [0.680, 1.520, 0.357]]
}

=====

16.
{
  "formula": "C4H3N",
  "method": "ωB97M-V with the def2-TZVPD basis set",
  "lumo_energy_ev": 0.20,
  "total_energy_ha": -208.881196,
  "e_homo_ev": -10.22,
  "molar_mass_g_mol": 65.1,
  "charge": 0,
  "gap_ev": 10.4,
  "smiles": "C=C=CC#N",
  "elements": ["N", "C", "C", "C", "C", "H", "H", "H"],
  "coordinates": [[1.533, -2.541, 0.091], [0.870, -1.705, -0.359], [0.044, -0.664, -0.887], [-1.031, 1.023, 0.695], [-0.734, 0.032, -0.087], [-0.110, 1.591, 0.676], [-1.903, 1.340, 1.259], [0.147, -0.373, -1.928]]
}

=====

17.
{
  "formula": "C4H3N",
  "method": "ωB97M-V with the def2-TZVPD basis set",
  "lumo_energy_ev": [0.07, -0.65],
  "total_energy_ha": -208.711892,
  "e_homo_ev": [-8.37, -7.16],
  "molar_mass_g_mol": 65.1,
  "charge": 0,
  "gap_ev": [8.4, 6.5],
  "elements": ["N", "C", "C", "C", "C", "H", "H", "H"],
  "coordinates": [[0.062, 2.546, 0.887], [0.168, 1.570, 0.231], [-0.556, -1.182, 0.389], [0.244, 0.061, 0.508], [0.598, -1.080, -0.276], [0.907, -1.452, -1.158], [-1.463, -1.870, 0.339], [0.039, 1.406, -0.919]]
}

=====

18.
{
  "formula": "C4H3N",
  "method": "ωB97M-V with the def2-TZVPD basis set",
  "lumo_energy_ev": -0.68,
  "total_energy_ha": -208.725160,
  "e_homo_ev": -8.40,
  "molar_mass_g_mol": 65.1,
  "charge": 0,
  "gap_ev": 7.7,
  "elements": ["N", "C", "C", "C", "C", "H", "H", "H"],
  "coordinates": [[-0.654, 1.126, -0.362], [0.481, -0.939, 0.620], [0.187, -1.108, -0.763], [-0.262, 0.109, -0.900], [0.143, 0.010, 1.320], [0.574, -1.845, -1.353], [-0.707, 2.021, -0.730], [0.238, 0.625, 2.169]]
}

=====

19.
{
  "formula": "C4H3N2O2",
  "method": "ωB97M-V with the def2-TZVPD basis set",
  "lumo_energy_ev": 3.44,
  "total_energy_ha": -414.216082,
  "e_homo_ev": -4.20,
  "molar_mass_g_mol": 111.1,
  "charge": -1,
  "gap_ev": 7.6,
  "smiles": "N=C=C/C=N/C(=O)[O-]",
  "elements": ["O", "O", "N", "N", "C", "C", "C", "C", "H", "H", "H"],
  "coordinates": [[2.688, -0.772, -1.005], [3.298, 1.399, -0.971], [-2.653, -0.868, 1.591], [1.047, 0.865, -0.777], [0.307, 0.118, -0.115], [2.567, 0.428, -0.878], [-1.139, 0.464, 0.080], [-1.887, -0.326, 0.781], [0.465, -0.826, 0.391], [-1.598, 1.361, -0.448], [-3.094, -1.843, 1.350]]
}

=====

20.
{
  "formula": "C4H3N2O2S2",
  "method": "ωB97M-V with the def2-TZVPD basis set",
  "lumo_energy_ev": [-4.46, -8.35],
  "total_energy_ha": -1209.979210,
  "e_homo_ev": [-10.61, -13.26],
  "multiplicity": 3,
  "molar_mass_g_mol": 175.2,
  "charge": 1,
  "gap_ev": [6.2, 4.9],
  "s_squared": 2.050,
  "elements": ["S", "S", "O", "O", "N", "N", "C", "C", "C", "C", "H", "H", "H"],
  "coordinates": [[-0.765, -2.737, 0.331], [1.059, -1.632, -0.134], [-4.256, 1.820, -0.031], [2.804, 1.815, 0.682], [-1.208, -0.014, -0.191], [-2.450, 0.299, -0.057], [-3.327, 1.133, -0.115], [-0.589, -1.034, -0.008], [2.574, 0.991, -0.235], [2.326, -0.039, -0.885], [2.117, 2.487, 0.807], [-0.587, -2.582, 1.723], [2.302, -0.508, -1.887]]
}